1.
A molecular structure, C21H28N4OsS2 at a distorted geometry, computed with wB97M-V/def2-TZVPD.

Cartesian coordinates (Å):
Os1 -0.8546 -2.3022 -1.9070
N1 -1.2385 -4.3508 -1.3384
C1 0.0009 -5.2770 -1.0255
C2 0.7617 -5.3652 -2.3070
C3 1.4604 -4.0684 -2.6658
N2 0.5404 -2.9902 -3.3040
H1 -1.8259 -4.3676 -0.5525
H2 -1.6978 -4.7973 -2.1253
H3 -0.5256 -6.1982 -0.6915
H4 0.5772 -4.8682 -0.1812
H5 0.2497 -5.8295 -3.0939
H6 1.4845 -6.1017 -2.0834
H7 2.3840 -4.1398 -3.2859
H8 1.8026 -3.5467 -1.7157
H9 0.1293 -3.2457 -4.1906
H10 1.1351 -2.2229 -3.6011
S1 -1.9056 -1.7042 -0.0800
C4 -1.3546 0.0574 0.2741
N3 -1.5133 0.6314 1.4237
C5 -1.2242 2.1922 1.4945
C6 -1.6043 2.9152 0.1280
N4 -1.0550 2.1338 -0.9107
C7 -0.5211 2.8754 -2.0725
C8 0.9496 2.8210 -2.3771
C9 1.2812 3.1514 -3.7067
C10 2.6432 3.1676 -4.0320
C11 3.6244 3.2227 -2.9628
C12 3.2253 2.8751 -1.7298
C13 1.8589 2.7259 -1.2704
C14 -0.8804 0.8812 -0.8428
S2 -0.3137 -0.0530 -2.2408
C15 -1.7000 -0.3348 2.7718
C16 -1.3069 0.4021 4.0959
C17 -2.0544 1.0610 5.0181
C18 -1.6061 1.4587 6.2280
C19 -0.2030 1.3201 6.4015
C20 0.6760 0.9668 5.3241
C21 0.1074 0.4750 4.1399
H11 -0.1864 2.2831 1.7696
H12 -1.8641 2.5647 2.2817
H13 -1.3073 3.9130 0.2024
H14 -2.6899 2.8509 0.1486
H15 -0.8703 3.8496 -2.1491
H16 -1.0804 2.4062 -2.9317
H17 0.5073 3.0508 -4.4219
H18 2.8085 3.3096 -5.1369
H19 4.6457 3.6095 -3.0576
H20 3.9227 3.0280 -0.8926
H21 1.4502 2.2659 -0.4578
H22 -1.1614 -1.2114 2.6870
H23 -2.7656 -0.7786 2.9151
H24 -3.1300 0.8404 4.8720
H25 -2.3163 1.7553 7.1530
H26 0.0818 1.3173 7.4522
H27 1.7535 1.2446 5.2908
H28 0.6953 0.1302 3.2701

The calculation puts the HOMO-LUMO gap (spin up / spin down) at 0.2278 / 0.1442 Eh. The value obtained for the LUMO energy (spin up / spin down) is -12.9 / -15.0 eV. Its spin multiplicity is 5. The largest force on an atom comes out at 6.90 eV Å⁻¹. As for the net charge: +4. As for the expectation value of S²: 6.08. As for the electronic energy: -1921.33232 hartree.

=====

2.
2 unconnected molecules or ions with the total composition C3H3BrO2 at a distorted geometry, computed with wB97M-V/def2-TZVPD.

Cartesian coordinates (Å):
C1 0.8823 1.4588 -0.0743
C2 -1.5585 -1.2108 0.0006
C3 1.3012 0.2430 0.4850
O1 1.6004 2.4438 -0.1277
O2 -0.3612 -1.0699 -0.0520
Br1 2.6222 -0.8448 -0.0741
H1 -0.2199 1.5453 -0.2062
H2 -2.2365 -0.3945 0.2870
H3 -2.0299 -2.1710 -0.2382

The calculation puts the HOMO-LUMO gap at 0.2923 Eh. The value obtained for the LUMO energy is -0.5 eV. Its spin multiplicity is 1. The energy above the lowest of the compared OMol25 structures with the same formula, charge and spin comes out at 413.5 kJ/mol. The largest force on an atom comes out at 1.23 eV Å⁻¹. As for the electronic energy: -2840.42785 hartree.

=====

3.
A molecular structure, C24H64Mn2N3O17S4 at a distorted geometry, computed with wB97M-V/def2-TZVPD.

Cartesian coordinates (Å):
Mn1 13.4573 22.6156 17.9668
Mn2 11.0646 21.4766 15.5982
N1 13.3466 23.8319 15.0939
O1 13.9196 23.7702 16.2353
O2 12.2155 23.2926 14.9595
O3 13.8839 24.4232 14.1803
O4 9.7461 21.9585 14.2851
H1 8.9602 21.8965 13.7573
O5 12.6214 21.1129 16.8738
H2 13.0123 20.2565 16.6912
C1 19.9352 21.4839 13.4840
C2 19.0466 22.7161 13.5685
N2 18.8371 23.1520 14.9473
C3 20.0915 23.5353 15.6043
C4 20.8457 24.7386 15.0043
C5 17.8107 24.2065 14.9952
C6 17.2562 24.4554 16.3971
H3 20.9922 21.7590 13.4899
H4 19.8111 20.9183 12.5566
H5 19.7372 20.7566 14.2737
H6 19.4698 23.4777 12.8984
H7 18.0781 22.4684 13.1288
H8 19.8584 23.7375 16.6493
H9 20.7530 22.6709 15.5601
H10 21.7623 24.8495 15.5879
H11 21.1757 24.5504 13.9834
H12 20.2751 25.6622 15.0542
H13 17.0130 23.9288 14.3048
H14 18.2554 25.1262 14.5878
H15 16.3864 25.0832 16.1747
H16 17.9517 24.9631 17.0556
H17 16.8398 23.5309 16.7943
C7 13.5050 27.9096 14.7718
C8 14.3105 27.5496 16.0282
N3 13.8790 28.1494 17.2875
C9 12.4632 27.9201 17.5799
C10 12.1013 26.4386 17.6512
C11 14.1334 29.5865 17.3328
C12 15.6363 29.8956 17.4096
H18 13.9997 27.5514 13.8700
H19 13.3349 28.9814 14.6798
H20 12.5123 27.4564 14.8033
H21 14.3687 26.4614 16.1280
H22 15.3575 27.8384 15.8968
H23 12.1761 28.3816 18.5263
H24 11.8206 28.4015 16.8278
H25 12.5397 25.9894 18.5525
H26 11.0361 26.2623 17.8047
H27 12.4787 25.9007 16.7835
H28 13.6825 30.0142 18.2290
H29 13.7085 30.1361 16.4834
H30 16.1073 30.0713 16.4415
H31 16.1298 29.0718 17.9293
H32 15.8646 30.7998 17.9774
O6 9.9562 27.7880 13.4731
S1 9.3024 26.5115 13.5300
O7 7.8756 26.4478 13.6358
O8 9.7370 25.6368 12.2459
C13 11.1271 25.6547 11.9020
C14 11.2256 25.8229 10.3845
C15 10.0110 25.4890 14.8336
H33 11.5677 24.6917 12.1671
H34 11.6654 26.4695 12.3846
H35 12.2658 25.8776 10.0609
H36 10.6898 26.7236 10.0921
H37 10.7827 24.9561 9.8923
H38 11.0850 25.5885 14.7181
H39 9.6595 24.4876 14.5856
H40 9.5738 25.8404 15.7630
O9 13.2395 18.2778 13.0690
S2 12.3956 19.4216 13.0770
O10 11.9658 20.0289 14.3294
O11 13.1866 20.5643 12.2800
C16 12.5860 21.8386 12.0266
C17 12.7120 22.1314 10.5430
C18 10.9558 19.2285 12.0352
H41 13.0258 22.6440 12.6152
H42 11.5298 21.8670 12.3159
H43 12.1903 21.3771 9.9537
H44 13.7681 21.9524 10.2977
H45 12.5085 23.1513 10.2344
H46 10.2684 20.0094 12.3641
H47 10.4973 18.2754 12.2949
H48 11.2280 19.3194 10.9916
O12 14.5209 23.9947 19.1164
S3 15.4956 24.6975 19.9521
O13 15.4508 24.4926 21.3681
O14 16.9315 24.2968 19.4104
C19 18.0559 24.3613 20.3652
C20 19.1986 23.5944 19.7434
C21 15.4368 26.4325 19.5459
H49 17.7344 23.9306 21.3067
H50 18.3145 25.4161 20.4385
H51 19.5385 24.0433 18.8103
H52 19.0026 22.5354 19.6105
H53 20.0766 23.7136 20.3850
H54 16.1463 26.9946 20.1463
H55 14.3876 26.6836 19.6962
H56 15.6958 26.5947 18.5010
O15 15.4017 21.6486 17.4482
S4 16.1104 20.4416 17.0769
O16 15.9578 19.2685 17.8713
O17 15.6937 20.0679 15.5752
C22 15.6609 21.1307 14.5916
C23 16.1660 20.4945 13.3062
C24 17.8665 20.7639 16.8636
H57 16.2446 21.9949 14.9131
H58 14.6320 21.4671 14.4516
H59 15.6967 19.5206 13.1545
H60 17.2272 20.2591 13.3957
H61 15.9387 21.0867 12.4229
H62 18.2724 21.2503 17.7462
H63 18.0323 21.3787 15.9755
H64 18.3714 19.8118 16.7146

The calculation puts the HOMO-LUMO gap (spin up / spin down) at 0.2809 / 0.2583 Eh. The value obtained for the LUMO energy (spin up / spin down) is -3.2 / -3.8 eV. Its spin multiplicity is 11. The largest force on an atom comes out at 2.07 eV Å⁻¹. As for the net charge: +1. As for the expectation value of S²: 30.01. As for the electronic energy: -6290.64817 hartree.